Computed, not measured: a structure of composition C45H63N7O3Ti, with wB97M-V/def2-TZVPD.

Each line ends with the Löwdin charge.
CARTESIAN COORDINATES (ANGSTROEM)
Ti (-0.1189, -0.1584, 0.4819)  0.94
C (-4.2726, 1.7196, 2.3915)  -0.06
C (-3.9482, 1.4244, 0.9250)  -0.36
C (-5.2400, 1.2210, 0.1211)  -0.05
C (-3.0953, 2.5137, 0.3065)  -0.12
C (-3.4847, 3.8396, 0.4590)  -0.03
C (-2.7672, 4.8753, -0.1133)  -0.07
C (-1.6423, 4.5917, -0.8654)  -0.04
C (-1.2244, 3.2800, -1.0544)  -0.16
C (-0.0593, 2.9865, -1.9863)  -0.38
C (-0.5627, 2.9260, -3.4356)  -0.04
C (1.0791, 4.0049, -1.8635)  -0.07
C (-1.9415, 2.2313, -0.4506)  -0.16
N (-1.4842, 0.8839, -0.6386)  -0.01
C (-2.1158, 0.1974, -1.6255)  -0.46
O (-2.9080, 0.6220, -2.4560)  0.06
C (-1.7473, -1.2549, -1.5899)  -0.14
C (-2.3335, -2.2445, -2.3511)  0.03
C (-1.9428, -3.5621, -2.1492)  -0.02
C (-0.9559, -3.8469, -1.2117)  0.03
C (-0.4088, -2.8099, -0.4888)  -0.17
N (-0.8179, -1.5397, -0.6653)  0.01
C (0.7657, -2.9179, 0.4403)  -0.48
O (1.2960, -3.9913, 0.6805)  0.08
N (1.1615, -1.6805, 0.8239)  -0.02
C (2.4794, -1.5741, 1.3642)  -0.16
C (3.5163, -1.1855, 0.4970)  -0.13
C (4.8146, -1.1417, 0.9888)  -0.04
C (5.0981, -1.4506, 2.3088)  -0.08
C (4.0656, -1.7797, 3.1667)  -0.04
C (2.7495, -1.8491, 2.7177)  -0.13
C (1.6484, -2.2231, 3.6951)  -0.36
C (1.6918, -1.3576, 4.9579)  -0.05
C (1.7179, -3.7098, 4.0697)  -0.04
C (3.3102, -0.8463, -0.9744)  -0.33
C (2.2693, 0.2471, -1.2443)  -0.05
C (3.0340, -2.0933, -1.8248)  -0.03
H (-4.7576, 0.8560, 2.8492)  0.08
H (-4.9525, 2.5702, 2.4805)  0.07
H (-3.3648, 1.9453, 2.9551)  0.08
H (-3.3843, 0.4984, 0.8898)  0.10
H (-5.8958, 2.0906, 0.2225)  0.08
H (-5.7766, 0.3426, 0.4907)  0.08
H (-5.0212, 1.0799, -0.9368)  0.07
H (-4.3820, 4.0666, 1.0222)  0.11
H (-3.0964, 5.8994, 0.0141)  0.10
H (-1.0931, 5.4019, -1.3314)  0.11
H (0.3248, 1.9957, -1.7436)  0.09
H (-0.9378, 3.9056, -3.7407)  0.09
H (-1.3764, 2.2073, -3.5277)  0.07
H (0.2468, 2.6373, -4.1122)  0.08
H (0.8431, 4.9205, -2.4092)  0.08
H (2.0039, 3.6016, -2.2827)  0.08
H (1.2615, 4.2832, -0.8247)  0.05
H (-3.0889, -1.9707, -3.0750)  0.13
H (-2.3932, -4.3574, -2.7279)  0.11
H (-0.6016, -4.8523, -1.0317)  0.13
H (5.6221, -0.8594, 0.3204)  0.11
H (6.1191, -1.4229, 2.6703)  0.10
H (4.2885, -2.0132, 4.2019)  0.11
H (0.6924, -2.0496, 3.2068)  0.11
H (2.5873, -1.5604, 5.5497)  0.08
H (0.8222, -1.5732, 5.5830)  0.07
H (1.6799, -0.2892, 4.7177)  0.07
H (2.6318, -3.9201, 4.6335)  0.08
H (1.7146, -4.3246, 3.1731)  0.07
H (0.8589, -3.9817, 4.6888)  0.08
H (4.2628, -0.4360, -1.3173)  0.13
H (1.2803, -0.0687, -0.9049)  0.02
H (2.1934, 0.4362, -2.3161)  0.10
H (2.5435, 1.1691, -0.7348)  0.07
H (2.0373, -2.4906, -1.6441)  0.06
H (3.7530, -2.8803, -1.5961)  0.09
H (3.1136, -1.8482, -2.8866)  0.08
C (3.7657, 2.1339, 3.1862)  -0.03
C (2.5561, 2.7261, 2.4731)  -0.61
C (3.0220, 3.7246, 1.4168)  -0.04
C (1.6354, 3.4150, 3.4843)  -0.03
N (1.9071, 1.5832, 1.7945)  -0.03
N (0.6131, 1.8544, 1.2532)  0.01
H (4.3745, 2.9302, 3.6157)  0.09
H (4.3760, 1.5592, 2.4883)  0.08
H (3.4552, 1.4644, 3.9944)  0.08
H (3.6270, 4.5033, 1.8838)  0.09
H (2.1798, 4.2151, 0.9273)  0.05
H (3.6301, 3.2210, 0.6616)  0.09
H (2.2237, 4.0819, 4.1172)  0.09
H (1.1305, 2.6929, 4.1306)  0.06
H (0.8692, 4.0228, 2.9948)  0.08
H (1.8235, 0.8218, 2.4588)  0.09
H (0.7394, 2.5001, 0.4806)  0.07
H (0.0216, 2.3383, 1.9295)  0.10
C (-2.8628, -1.1392, 7.9703)  -0.07
C (-1.5549, -1.0257, 7.1923)  -0.23
N (-1.2467, 0.3372, 6.7818)  -0.05
C (-0.7919, 1.2590, 7.8238)  -0.20
C (-1.8471, 2.2901, 8.2105)  -0.07
C (-1.1909, 0.7854, 5.5003)  -0.40
O (-0.7458, 1.9075, 5.2481)  0.02
C (-1.6715, -0.0799, 4.3724)  -0.13
C (-2.7803, -0.9628, 4.3680)  -0.06
C (-2.9991, -1.6975, 3.1971)  -0.07
C (-2.2106, -1.5265, 2.0923)  -0.13
N (-1.1792, -0.5945, 2.0441)  -0.10
C (-0.9435, 0.0607, 3.2219)  -0.11
H (-3.0926, -2.1893, 8.1590)  0.08
H (-3.6862, -0.6967, 7.4068)  0.07
H (-2.7950, -0.6266, 8.9312)  0.07
H (-1.5884, -1.6591, 6.3122)  0.10
H (-0.7321, -1.3811, 7.8189)  0.12
H (0.0867, 1.7817, 7.4487)  0.12
H (-0.4987, 0.6616, 8.6886)  0.12
H (-2.1092, 2.8883, 7.3384)  0.07
H (-1.4517, 2.9552, 8.9807)  0.07
H (-2.7502, 1.8139, 8.5944)  0.06
H (-3.4562, -1.0527, 5.2068)  0.09
H (-3.8093, -2.4151, 3.1519)  0.11
H (-2.3816, -2.1056, 1.1983)  0.10
H (-0.1026, 0.7364, 3.2698)  0.09

Summary:
**Energy above the lowest of the compared OMol25 structures with the same formula, charge and spin**: 0.377 eV
**Spin multiplicity**: 3
**Highest occupied orbital energy (spin up / spin down)**: -0.195 / -0.315 Eh
**Calculated total energy**: -87379.983 eV
**F_max**: 3.7 eV/Å

---

Computed, not measured: a structure of composition C45H65N2OP2SiTl, with wB97M-V/def2-TZVPD.

Each line ends with the Löwdin charge.
CARTESIAN COORDINATES (ANGSTROEM)
Tl (-0.1571, -1.9545, -0.4454)  0.98
C (-0.7328, 1.3386, -0.8242)  -0.20
Si (0.2366, 1.7867, 0.7094)  0.63
C (1.9259, 2.5544, 0.5102)  -0.31
C (2.1224, 3.8694, 0.9370)  -0.09
C (3.3442, 4.4937, 0.7447)  -0.04
C (4.3849, 3.8068, 0.1357)  -0.04
C (4.2094, 2.4961, -0.2825)  -0.07
C (2.9836, 1.8587, -0.1029)  -0.35
P (2.5895, 0.1384, -0.5571)  1.02
C (3.7962, -0.9284, 0.3467)  -0.43
C (5.2928, -0.6076, 0.3215)  -0.20
C (6.0745, -1.8026, 0.8855)  -0.17
C (5.3435, -2.4667, 2.0663)  -0.18
C (4.4264, -1.4711, 2.7663)  -0.19
C (3.3250, -0.9813, 1.8137)  -0.23
C (2.8811, -0.0506, -2.3770)  -0.42
C (4.0973, 0.6613, -2.9964)  -0.21
C (4.3288, 0.1247, -4.4052)  -0.18
C (4.7968, -1.3374, -4.3509)  -0.18
C (4.2374, -2.0684, -3.1225)  -0.19
C (2.8466, -1.5504, -2.7681)  -0.22
C (-0.8859, 2.8568, 1.7793)  -0.28
C (-1.4594, 4.1230, 1.6683)  -0.06
C (-2.3645, 4.5353, 2.6323)  -0.04
C (-2.7108, 3.7048, 3.7009)  -0.04
C (-2.1467, 2.4495, 3.8340)  -0.05
C (-1.2293, 2.0453, 2.8674)  -0.36
P (-0.1969, 0.5824, 2.6970)  1.11
C (1.1020, 0.6216, 3.9915)  -0.41
C (1.9194, 1.9158, 3.9189)  -0.20
C (3.0530, 1.8847, 4.9407)  -0.18
C (2.5098, 1.6855, 6.3502)  -0.19
C (1.6694, 0.4170, 6.4317)  -0.18
C (0.5372, 0.4166, 5.4040)  -0.19
C (-1.2438, -0.8835, 3.0560)  -0.40
C (-2.4296, -0.9919, 2.0669)  -0.20
C (-2.9275, -2.4371, 1.9454)  -0.19
C (-2.8688, -3.1216, 3.3045)  -0.17
C (-1.4127, -3.3000, 3.7603)  -0.16
C (-0.4875, -2.2065, 3.2019)  -0.21
H (-1.0164, 2.3057, -1.2515)  0.06
H (-0.1749, 0.7971, -1.5846)  0.00
H (-1.6639, 0.8144, -0.6084)  0.01
H (1.3261, 4.4062, 1.4368)  0.10
H (3.4888, 5.5136, 1.0735)  0.12
H (5.3396, 4.2941, -0.0098)  0.12
H (5.0341, 1.9763, -0.7453)  0.10
H (3.6649, -1.9216, -0.1012)  0.11
H (5.6470, -0.3770, -0.6825)  0.09
H (5.4693, 0.2846, 0.9280)  0.11
H (6.2242, -2.5368, 0.0904)  0.11
H (7.0686, -1.4739, 1.1904)  0.12
H (4.7489, -3.3156, 1.7154)  0.11
H (6.0657, -2.8774, 2.7716)  0.12
H (3.9774, -1.9149, 3.6573)  0.11
H (5.0177, -0.6207, 3.1150)  0.11
H (2.4437, -1.6322, 1.8843)  0.09
H (3.0002, 0.0194, 2.1194)  0.07
H (1.9959, 0.4268, -2.8161)  0.10
H (3.9211, 1.7375, -3.0059)  0.11
H (4.9984, 0.4950, -2.4045)  0.09
H (3.3950, 0.2059, -4.9694)  0.12
H (5.0578, 0.7370, -4.9355)  0.12
H (4.4917, -1.8560, -5.2614)  0.11
H (5.8869, -1.3784, -4.3257)  0.11
H (4.2035, -3.1435, -3.3040)  0.12
H (4.8984, -1.9265, -2.2632)  0.10
H (2.1844, -1.6857, -3.6276)  0.12
H (2.4238, -2.1655, -1.9628)  0.04
H (-1.2212, 4.7784, 0.8408)  0.12
H (-2.8211, 5.5124, 2.5577)  0.12
H (-3.4265, 4.0523, 4.4330)  0.12
H (-2.4171, 1.8131, 4.6671)  0.11
H (1.7706, -0.2183, 3.7597)  0.09
H (2.3209, 2.0697, 2.9171)  0.08
H (1.2605, 2.7661, 4.1296)  0.13
H (3.7370, 1.0660, 4.6919)  0.11
H (3.6302, 2.8076, 4.8745)  0.12
H (3.3242, 1.6440, 7.0732)  0.12
H (1.8932, 2.5478, 6.6228)  0.12
H (2.3075, -0.4552, 6.2533)  0.12
H (1.2500, 0.2959, 7.4310)  0.12
H (-0.0135, -0.5224, 5.4797)  0.10
H (-0.1652, 1.2252, 5.6322)  0.12
H (-1.6404, -0.6310, 4.0456)  0.12
H (-3.2411, -0.3529, 2.4214)  0.13
H (-2.1650, -0.6001, 1.0783)  0.05
H (-3.9432, -2.4379, 1.5477)  0.12
H (-2.3175, -2.9988, 1.2289)  0.07
H (-3.4149, -2.5073, 4.0256)  0.12
H (-3.3763, -4.0856, 3.2856)  0.12
H (-1.3651, -3.3006, 4.8505)  0.12
H (-1.0354, -4.2729, 3.4369)  0.11
H (0.3910, -2.0949, 3.8391)  0.11
H (-0.1022, -2.5180, 2.2250)  0.03
C (-4.8626, -1.4081, -1.4595)  0.03
C (-3.5615, -2.1266, -1.6726)  -0.50
O (-2.4754, -1.5915, -1.4163)  -0.16
N (-3.6412, -3.3645, -2.1818)  0.10
C (-2.4760, -4.1677, -2.5212)  -0.10
C (-2.0257, -5.0678, -1.3921)  -0.26
C (-2.6306, -6.2984, -1.1785)  0.00
C (-2.2006, -7.0911, -0.1269)  -0.03
C (-1.1685, -6.6312, 0.6766)  -0.03
C (-0.6200, -5.3949, 0.3905)  -0.15
N (-1.0348, -4.6227, -0.6151)  0.01
H (-4.6818, -0.4961, -0.8989)  0.09
H (-5.5761, -2.0340, -0.9239)  0.09
H (-5.3012, -1.1492, -2.4239)  0.10
H (-4.5578, -3.7373, -2.3755)  0.16
H (-1.6661, -3.4915, -2.7949)  0.11
H (-2.7218, -4.7646, -3.3988)  0.14
H (-3.4181, -6.6359, -1.8377)  0.12
H (-2.6543, -8.0552, 0.0553)  0.12
H (-0.7888, -7.2192, 1.4989)  0.12
H (0.1966, -5.0070, 0.9916)  0.11

Summary:
**Energy above the lowest of the compared OMol25 structures with the same formula, charge and spin**: 0.000 eV
**Total charge**: +2
**Highest occupied orbital energy**: -0.477 Eh
**Calculated total energy**: -83887.501 eV
**F_max**: 0.7 eV/Å